Here is a 4-piece molecular cluster, C37H48BF6N2O15P2S overall in a non-equilibrium geometry from the Open Molecules 2025 dataset. Energies are from ωB97M-V with the def2-TZVPD basis set.

```
! RIJCOSX wB97M-V def2-TZVPD def2/J DEFGRID3
* xyz -1 1
C 0.673 -0.305 2.518
C 1.308 -0.955 1.285
N 0.411 -0.814 0.145
P 0.911 -0.255 -1.457
C 2.075 -1.720 -1.618
C 1.511 -3.041 -1.204
O 2.002 -3.693 -0.294
O 0.961 0.349 -3.065
C 1.928 0.063 -4.025
C 3.418 0.301 -3.722
P -1.013 -1.430 -2.264
O -0.566 -2.384 -3.542
O -1.775 -2.339 -1.121
S -2.424 -0.250 -2.954
O 2.149 0.818 -0.952
C 1.762 2.166 -0.739
C 2.338 2.530 0.622
C 3.876 2.679 0.657
C 4.326 4.059 1.165
C 4.379 4.138 2.666
F 3.268 3.627 3.243
F 5.495 3.517 3.141
C 4.487 5.621 3.139
F 5.288 6.318 2.291
F 5.054 5.712 4.360
F 3.288 6.223 3.142
C 2.415 2.906 -1.944
C 2.669 4.403 -1.902
O 3.818 4.792 -1.746
N 1.628 5.348 -2.143
C 0.829 5.630 -0.924
C 2.232 6.609 -2.587
C 0.210 2.243 -0.844
F -0.239 3.142 -1.853
B -0.693 2.644 0.438
O -0.475 3.755 1.267
O -1.765 1.847 0.680
C -2.341 1.818 1.979
C -3.080 0.487 2.160
O -0.251 1.019 -1.199
H -0.329 -0.718 2.612
H 1.252 -0.501 3.416
H 0.592 0.779 2.422
H 1.351 -2.016 1.565
H 2.347 -0.660 1.175
H -0.431 -0.352 0.446
H 2.533 -1.854 -2.597
H 2.879 -1.527 -0.910
H 0.695 -3.520 -1.768
H 1.704 0.645 -4.920
H 1.838 -0.974 -4.375
H 3.722 -0.013 -2.731
H 3.725 1.320 -3.928
H 3.979 -0.319 -4.425
H -1.366 -2.861 -3.797
H -1.386 -3.215 -1.030
H 2.088 1.698 1.272
H 1.880 3.413 1.059
H 4.249 1.956 1.382
H 4.350 2.428 -0.281
H 5.271 4.334 0.713
H 3.611 4.806 0.828
H 1.882 2.671 -2.858
H 3.403 2.479 -2.032
H 1.320 5.247 -0.034
H 0.689 6.700 -0.817
H -0.145 5.172 -1.035
H 1.438 7.271 -2.928
H 2.747 7.135 -1.782
H 2.902 6.451 -3.422
H -1.171 4.388 1.073
H -1.628 1.933 2.788
H -3.080 2.616 2.048
H -2.925 -0.185 1.323
H -4.130 0.650 2.380
H -2.673 -0.008 3.040
C -6.100 -3.462 1.114
C -6.117 -3.862 -0.155
C -6.228 -2.878 -1.262
O -6.248 -3.239 -2.418
C -6.321 -1.440 -0.902
C -6.307 -1.047 0.369
C -6.194 -2.028 1.475
O -6.180 -1.670 2.637
H -6.020 -4.158 1.937
H -6.048 -4.898 -0.443
H -6.398 -0.742 -1.726
H -6.373 -0.005 0.654
C 7.467 -2.336 -0.648
C 6.181 -2.052 -0.458
C 5.765 -0.898 0.379
O 4.596 -0.643 0.550
C 6.836 -0.073 0.994
C 8.121 -0.359 0.802
C 8.537 -1.512 -0.034
O 9.710 -1.771 -0.209
H 7.793 -3.172 -1.253
H 5.382 -2.638 -0.896
H 6.511 0.764 1.599
H 8.918 0.228 1.241
C -9.628 -6.009 1.440
C -10.748 -6.647 1.766
C -10.756 -8.111 2.016
O -11.776 -8.694 2.311
C -9.465 -8.834 1.890
C -8.345 -8.196 1.564
C -8.338 -6.733 1.315
O -7.320 -6.146 1.019
H -9.599 -4.943 1.253
H -11.698 -6.139 1.864
H -9.493 -9.900 2.077
H -7.394 -8.703 1.466
*
```

Calculated values
largest force on an atom	0.044	hartree/bohr
total energy	-119237.225	eV
E_HOMO	-4.5	eV
Kohn-Sham gap	3.90	eV

Here are the Löwdin charges for atoms 1 to 8, given in e: -0.079, -0.301, -0.125, 0.579, -0.188, -0.309, 0.004, -0.302